Entry from the OMol25 dataset: a molecular structure, C29H29CoN3O4S3Se4 (ωB97M-V/def2-TZVPD).

Summary:
net charge = -1
LUMO level (spin up / spin down) = 1.9 / 0.1 eV
frontier orbital gap (spin up / spin down) = 6.37 / 4.59 eV
E_HOMO (spin up / spin down) = -4.5 / -4.5 eV
DFT total energy = -374725.3227 eV
relative energy (zero: lowest compared OMol25 entry of this formula, charge and spin) = 157.7 kJ/mol
spin multiplicity = 5

Last column: Mulliken charge in e.
Positions of all 73 atoms, in Å:
Co: -1.11 -0.97 -0.39  -0.375
C: 3.54 2.02 2.48  -1.450
C: 4.18 0.66 2.17  2.605
C: 5.46 0.53 3.01  -2.438
C: 4.59 0.59 0.70  -1.327
C: 3.18 -0.45 2.48  0.148
C: 3.38 -1.38 3.52  -0.310
C: 2.46 -2.37 3.81  -1.293
C: 1.31 -2.45 3.03  0.954
S: -0.01 -3.57 3.10  -0.477
C: -0.76 -2.75 1.76  0.866
N: -0.10 -1.73 1.31  0.375
C: 1.09 -1.53 2.00  -1.954
C: 2.01 -0.53 1.73  0.519
C: -1.99 -3.17 1.10  0.402
C: -2.80 -4.19 1.57  -0.805
C: -3.93 -4.55 0.85  -0.697
C: -4.21 -3.90 -0.35  -0.767
C: -3.38 -2.89 -0.82  0.838
C: -2.25 -2.47 -0.10  -0.271
H: 4.23 2.83 2.25  0.433
H: 3.25 2.07 3.53  0.355
H: 2.64 2.18 1.87  0.222
H: 6.16 1.32 2.72  0.472
H: 5.95 -0.43 2.86  0.435
H: 5.25 0.65 4.08  0.411
H: 5.24 1.42 0.44  0.433
H: 3.72 0.64 0.04  0.078
H: 5.11 -0.35 0.49  0.342
H: 4.28 -1.33 4.11  0.459
H: 2.64 -3.07 4.61  0.365
H: 1.79 0.17 0.94  0.244
H: -2.56 -4.70 2.50  0.387
H: -4.58 -5.34 1.21  0.373
H: -5.06 -4.21 -0.94  0.468
H: -3.58 -2.46 -1.79  0.540
Se: -2.09 0.67 -4.05  0.180
Se: -3.97 -0.29 -4.58  -0.243
Se: -1.08 -3.10 -3.65  -0.445
Se: 0.10 -2.06 -2.05  -0.121
O: 2.46 5.06 -1.71  -0.710
S: 2.87 3.74 -1.32  1.234
O: 4.03 3.60 -0.49  -0.615
N: 1.57 2.95 -0.66  -0.468
C: 1.12 2.03 -1.46  0.063
S: -0.36 1.19 -1.29  -0.193
C: 1.96 1.81 -2.69  0.569
C: 1.81 0.84 -3.67  -0.060
C: 2.74 0.82 -4.70  -0.913
C: 3.79 1.74 -4.75  -0.416
C: 3.93 2.70 -3.76  -0.757
C: 3.00 2.71 -2.75  -0.093
H: 1.01 0.11 -3.60  0.112
H: 2.66 0.06 -5.47  0.447
H: 4.50 1.69 -5.57  0.383
H: 4.75 3.42 -3.79  0.444
O: -2.87 2.04 1.80  -0.737
C: -2.95 1.23 0.90  0.302
O: -2.41 0.08 0.78  -0.524
C: -3.91 1.56 -0.29  0.218
N: -4.27 0.23 -0.91  0.987
C: -5.67 -0.12 -0.48  -0.284
C: -6.01 0.91 0.59  -0.702
C: -5.23 2.15 0.15  -1.004
H: -3.34 2.15 -1.01  0.383
H: -3.57 -0.41 -0.48  -0.362
H: -4.16 0.21 -1.92  -0.306
H: -5.67 -1.15 -0.14  0.252
H: -6.31 -0.03 -1.36  0.308
H: -5.64 0.58 1.56  0.287
H: -7.09 1.07 0.66  0.440
H: -5.07 2.86 0.95  0.420
H: -5.74 2.65 -0.68  0.365

---

Entry from the OMol25 dataset: a molecular structure, C29H29FMnN6O3S at a distorted geometry (ωB97M-V/def2-TZVPD).

Summary:
net charge = +4
LUMO level (spin up / spin down) = -13.9 / -12.4 eV
frontier orbital gap (spin up / spin down) = 4.49 / 6.00 eV
E_HOMO (spin up / spin down) = -18.4 / -18.3 eV
DFT total energy = -90462.6419 eV
relative energy (zero: lowest compared OMol25 entry of this formula, charge and spin) = 8.2 kJ/mol
spin multiplicity = 4

Last column: Mulliken charge in e.
Positions of all 70 atoms, in Å:
Mn: -0.85 2.23 2.18  0.181
F: 3.47 -1.55 -1.16  -0.325
C: 2.19 -1.35 -1.48  0.011
C: 1.46 -0.57 -0.65  -0.709
C: 0.09 -0.34 -0.89  1.381
C: -0.72 0.48 -0.07  1.933
O: -0.10 1.06 0.99  -1.124
C: -2.05 0.66 -0.39  -0.224
C: -2.56 0.03 -1.52  -0.563
N: -1.84 -0.75 -2.29  0.209
C: -2.44 -1.34 -3.50  -0.466
C: -3.87 -1.79 -3.47  -0.997
C: -2.77 -2.80 -3.52  -0.357
C: -0.48 -0.97 -2.02  -0.477
C: 0.28 -1.77 -2.86  -0.551
C: 1.65 -1.99 -2.65  -0.225
N: 2.40 -2.75 -3.50  0.185
C: 3.88 -2.85 -3.43  -0.450
C: 4.45 -3.55 -4.66  -1.210
N: 3.82 -4.91 -4.83  -0.026
C: 2.30 -4.85 -4.79  -0.878
C: 1.82 -3.42 -4.67  -0.412
C: -3.00 1.47 0.39  0.091
O: -4.13 1.66 0.13  -0.481
O: -2.46 2.04 1.54  -0.355
H: 1.97 -0.13 0.20  0.601
H: -3.60 0.18 -1.79  0.809
H: -2.07 -0.87 -4.40  0.533
H: -4.46 -1.59 -4.35  0.274
H: -4.42 -1.73 -2.54  0.368
H: -2.60 -3.33 -4.45  0.329
H: -2.59 -3.37 -2.62  0.221
H: -0.22 -2.20 -3.71  0.460
H: 4.19 -3.38 -2.53  0.447
H: 4.35 -1.87 -3.41  0.511
H: 5.52 -3.69 -4.54  0.458
H: 4.27 -3.00 -5.58  0.402
H: 4.16 -5.53 -4.09  0.385
H: 4.14 -5.33 -5.70  0.384
H: 1.98 -5.46 -3.95  0.372
H: 1.93 -5.30 -5.71  0.435
H: 0.74 -3.48 -4.59  0.298
H: 2.02 -2.85 -5.58  0.249
N: -0.41 3.99 1.08  -0.166
C: 0.40 4.45 2.20  0.609
C: 0.89 5.70 2.47  -0.964
C: 1.62 5.83 3.65  -0.165
C: 1.80 4.73 4.50  -0.865
C: 1.24 3.52 4.16  -0.055
N: 0.56 3.39 3.01  0.148
H: -1.16 4.64 0.84  0.366
H: 0.15 3.83 0.25  0.350
H: 0.73 6.53 1.79  0.514
H: 2.04 6.79 3.92  0.480
H: 2.36 4.83 5.41  0.462
H: 1.33 2.64 4.79  0.477
S: -0.78 -0.83 5.35  -0.077
C: -0.52 -0.19 3.83  -0.076
N: -1.00 1.03 3.66  0.641
C: -1.66 1.52 4.81  0.429
C: -2.33 2.73 4.94  -0.383
C: -2.92 3.01 6.15  -0.860
C: -2.86 2.09 7.21  -0.627
C: -2.23 0.87 7.08  -0.579
C: -1.62 0.60 5.85  0.510
H: 0.02 -0.71 3.06  0.402
H: -2.45 3.44 4.11  0.370
H: -3.46 3.93 6.29  0.453
H: -3.35 2.33 8.15  0.443
H: -2.20 0.16 7.89  0.467

---

Entry from the OMol25 dataset: a molecular structure, C29H29FeN3O3S2Se3Te2 (ωB97M-V/def2-TZVPD).

Summary:
LUMO level (spin up / spin down) = -1.4 / -1.4 eV
frontier orbital gap (spin up / spin down) = 4.75 / 4.88 eV
E_HOMO (spin up / spin down) = -6.2 / -6.3 eV
DFT total energy = -307839.8462 eV
spin multiplicity = 5

Last column: Mulliken charge in e.
Positions of all 72 atoms, in Å:
Fe: -0.19 0.49 -1.85  1.149
O: 1.44 0.02 -0.19  -0.081
S: 2.20 -1.16 0.39  -0.001
C: 1.15 -2.62 0.29  -0.411
C: -0.24 -2.45 0.91  0.403
C: -1.25 -3.50 0.39  -0.996
C: -2.36 -2.91 -0.47  -0.897
S: -1.81 -2.42 -2.12  0.317
O: -0.49 -1.73 -1.83  0.775
C: -1.32 -4.04 -2.73  0.446
C: -2.19 -5.12 -2.69  -0.371
C: -1.79 -6.32 -3.26  -0.637
C: -0.55 -6.44 -3.87  -0.437
C: 0.31 -5.34 -3.90  -0.725
C: -0.08 -4.14 -3.34  0.059
C: 2.13 -0.92 2.17  0.914
C: 3.19 -1.38 2.94  -0.659
C: 3.18 -1.18 4.31  -0.619
C: 2.12 -0.51 4.91  -0.564
C: 1.06 -0.05 4.13  -0.777
C: 1.06 -0.26 2.76  -0.314
H: 1.73 -3.43 0.73  0.608
H: 1.10 -2.78 -0.79  -0.056
H: -0.61 -1.46 0.68  -0.573
H: -0.16 -2.52 1.99  0.694
H: -1.72 -3.99 1.24  0.425
H: -0.74 -4.28 -0.17  0.384
H: -2.77 -1.99 -0.04  0.378
H: -3.20 -3.60 -0.59  0.586
H: -3.16 -5.05 -2.23  0.293
H: -2.46 -7.17 -3.23  0.381
H: -0.25 -7.38 -4.32  0.378
H: 1.28 -5.42 -4.37  0.442
H: 0.60 -3.29 -3.34  -0.019
H: 4.04 -1.87 2.46  0.479
H: 4.01 -1.53 4.92  0.403
H: 2.11 -0.35 5.98  0.394
H: 0.23 0.47 4.59  0.459
H: 0.25 0.08 2.14  0.289
Se: -2.33 0.75 -3.08  -0.628
Te: -0.67 -0.02 -4.87  -0.295
Te: 1.85 0.06 -3.67  -0.019
Se: 2.90 -2.07 -3.04  -0.656
Se: -1.81 5.59 -1.58  0.243
N: -0.18 6.19 -1.18  -0.821
C: 0.60 5.13 -1.19  0.563
C: 2.00 5.15 -0.94  -0.526
C: 2.66 3.98 -0.97  -1.086
C: 1.96 2.76 -1.27  -0.559
N: 0.69 2.69 -1.52  0.259
C: -0.03 3.86 -1.49  0.343
N: -1.32 3.89 -1.71  -0.393
H: 2.48 6.10 -0.72  0.465
H: 3.72 3.92 -0.79  0.459
H: 2.51 1.83 -1.29  0.549
C: -3.34 2.14 0.43  -1.840
C: -1.87 2.00 0.64  0.713
O: -1.28 1.02 0.21  -0.511
C: -1.13 3.06 1.40  0.643
C: 0.24 2.90 1.61  -0.508
C: 0.95 3.86 2.31  -1.141
C: 0.30 4.99 2.79  -0.560
C: -1.06 5.16 2.58  -0.750
C: -1.78 4.19 1.90  -0.519
H: -3.68 1.34 -0.23  0.275
H: -3.57 3.10 -0.03  0.376
H: -3.87 2.08 1.38  0.427
H: 0.74 2.04 1.20  1.195
H: 2.01 3.74 2.48  0.465
H: 0.86 5.75 3.33  0.430
H: -1.56 6.04 2.96  0.423
H: -2.84 4.32 1.74  0.464